A structure of composition C30H39Ge2N3O8S3W, computed with ωB97M-V/def2-TZVPD.

Geometry as XYZ:
```
86
Properties=species:S:1:pos:R:3:forces:R:3
W -1.391 -0.085 -0.039 0.692 0.079 0.352
Ge 1.017 0.901 0.835 -0.205 -0.175 -0.072
Ge 0.362 -2.116 0.338 -0.193 0.221 -0.164
S -3.423 -0.901 0.818 0.047 -0.138 -0.070
S -2.224 -1.762 -1.598 -0.053 0.194 0.085
S -5.054 -2.627 -1.016 -0.025 -0.041 -0.060
O -6.808 4.465 2.265 -0.120 -0.031 -0.053
O -5.901 3.799 4.100 -0.047 -0.084 0.099
O -0.574 0.565 -1.852 0.364 -0.293 0.396
O -1.239 0.229 2.031 -0.225 0.011 -0.049
O -1.617 1.934 0.011 -0.205 -0.208 -0.157
O -4.338 3.613 -2.042 -0.004 0.130 -0.068
O -1.638 1.213 3.985 -0.055 -0.038 0.055
O -3.511 1.637 -1.840 0.021 -0.057 -0.288
N -5.941 3.893 2.893 0.185 0.186 -0.026
N -3.878 2.708 -1.385 -0.103 0.064 0.168
N -1.355 0.515 -3.949 -0.179 0.017 -0.113
C -0.974 1.185 -2.857 -0.318 0.075 -0.386
C -4.830 3.308 2.129 -0.044 -0.042 -0.136
C 3.310 -4.984 2.816 0.002 0.041 0.003
C 2.159 -3.812 -1.210 0.027 -0.003 -0.012
C 1.877 -1.715 1.533 -0.072 0.122 0.057
C 2.010 -0.422 1.835 0.105 -0.022 0.027
C -2.774 2.079 2.090 0.005 -0.106 0.101
C 1.466 2.513 3.219 -0.011 0.005 0.026
C 2.410 -4.039 2.347 -0.047 -0.063 -0.004
C 2.152 1.304 -0.729 0.049 0.126 -0.023
C 3.558 1.703 -0.273 -0.022 0.006 -0.009
C 4.174 -2.429 2.203 -0.005 -0.064 0.001
C -4.861 3.400 0.748 0.085 -0.043 0.160
C -1.138 -3.278 2.614 0.070 0.108 0.144
C -3.828 2.627 2.800 0.021 -0.010 0.015
C -0.406 -0.481 -4.466 0.116 0.022 0.090
C -0.768 2.648 -3.030 0.119 0.135 0.089
C -3.799 2.850 0.066 0.004 0.056 -0.113
C -0.810 -3.482 1.141 -0.083 -0.230 -0.063
C 1.068 -2.753 -1.389 0.093 -0.073 -0.012
C 0.328 2.745 -4.140 -0.059 -0.018 -0.058
C 5.075 -3.374 2.667 -0.006 0.026 0.000
C -2.696 2.277 0.705 -0.013 -0.027 0.205
C 2.821 -2.740 2.046 -0.021 -0.077 -0.036
C 0.689 0.323 -5.171 -0.025 0.044 -0.052
C 1.242 1.507 -4.345 0.067 0.002 -0.070
C -1.822 1.137 2.796 0.101 0.106 -0.192
C 0.837 2.586 1.827 -0.015 0.100 0.072
C -3.698 -1.838 -0.663 0.036 0.101 0.200
C 4.647 -4.656 2.982 -0.038 0.002 -0.008
H 2.533 -4.170 -2.171 -0.017 0.006 -0.031
H 1.599 1.137 -3.382 -0.008 0.021 0.034
H -0.019 -1.045 -3.619 -0.013 -0.011 -0.018
H 0.284 0.698 -6.117 0.042 0.053 -0.004
H -1.720 -3.518 0.541 0.018 -0.020 0.036
H 4.047 0.883 0.253 0.009 -0.036 0.005
H -0.204 2.896 1.902 -0.007 -0.048 -0.019
H -0.241 -3.244 3.240 -0.038 -0.007 -0.064
H 2.527 2.262 3.177 0.022 0.004 -0.034
H 1.517 -0.338 -5.434 0.000 -0.042 0.009
H -1.665 -2.336 2.776 -0.011 -0.027 -0.008
H 1.372 -4.323 2.220 0.098 0.060 0.030
H 3.010 -3.424 -0.648 -0.002 0.015 -0.010
H 4.195 1.976 -1.118 0.007 0.006 -0.018
H 1.377 3.467 3.740 -0.011 0.019 0.000
H 1.681 2.119 -1.286 0.030 -0.013 -0.019
H 1.459 -1.896 -1.944 0.012 0.029 0.018
H 0.233 -3.156 -1.965 -0.031 -0.002 -0.006
H 6.118 -3.108 2.774 0.028 0.000 0.009
H 5.351 -5.393 3.344 0.006 -0.012 -0.001
H 2.201 0.437 -1.387 -0.042 -0.087 -0.019
H -5.694 3.854 0.233 -0.019 0.017 -0.020
H 4.530 -1.444 1.933 -0.017 0.048 -0.010
H 0.959 3.604 -3.911 0.005 -0.007 0.022
H -0.918 -1.173 -5.130 -0.016 0.000 -0.012
H -0.160 2.973 -5.091 0.034 -0.003 -0.014
H 1.327 3.350 1.216 0.031 0.004 0.003
H 2.785 -0.109 2.533 0.032 0.022 0.048
H -3.875 2.497 3.872 0.010 -0.011 -0.002
H 3.538 2.558 0.406 -0.021 0.022 0.011
H -1.691 1.131 -4.680 -0.003 -0.028 0.014
H 2.961 -5.981 3.050 0.004 -0.026 0.011
H -0.449 3.078 -2.082 -0.036 -0.018 -0.053
H -1.769 -4.086 2.986 -0.032 -0.003 0.010
H 0.972 1.758 3.831 -0.018 -0.020 0.011
H -0.308 -4.444 0.979 -0.016 0.037 -0.002
H 1.785 -4.679 -0.663 -0.007 -0.011 0.006
H -1.683 3.147 -3.355 -0.026 -0.033 0.036
H 2.131 1.869 -4.865 -0.015 -0.031 -0.002
```
Forces are in eV/Å.

Computed properties:
DFT total energy	-199951.6165	eV
HOMO level (spin up / spin down)	-8.243 / -7.966	eV
gap between HOMO and LUMO (spin up / spin down)	6.20 / 6.41	eV
energy above the lowest of the compared OMol25 structures with the same formula, charge and spin	0.6221	eV

A structure of composition C30H39MnN3P2S5, computed with ωB97M-V/def2-TZVPD.

Geometry as XYZ:
```
80
Properties=species:S:1:pos:R:3:forces:R:3
Mn 0.380 0.335 0.074 0.286 -0.382 1.083
S 1.472 2.151 -1.246 0.249 0.296 -0.352
S 4.393 6.715 -3.061 0.105 0.198 -0.137
S 3.546 3.062 1.332 0.104 -0.115 0.141
S 4.353 5.284 -0.495 0.015 -0.031 0.072
S 2.654 4.353 -2.661 -0.012 -0.050 0.028
P -1.048 -1.514 0.710 -0.060 -0.264 0.328
P 1.500 -0.302 2.208 0.184 -0.233 0.435
N -0.659 0.472 -1.415 -0.426 0.150 -0.708
N 1.678 -0.949 -1.060 -0.010 -0.243 -0.626
N -0.794 1.882 0.902 -0.313 0.618 -0.448
C -1.537 -2.658 -0.639 0.067 0.045 -0.051
C 1.505 -1.728 -3.430 0.127 -0.077 0.075
C -0.254 -0.345 -2.502 -0.154 0.467 0.236
C -0.577 -3.840 2.207 -0.056 -0.035 0.018
C 0.073 2.981 1.461 -0.203 -0.123 -0.050
C -0.484 -1.348 -4.693 0.013 -0.017 -0.016
C -1.004 -0.595 -3.652 -0.205 0.025 -0.088
C 0.908 -1.983 2.627 0.000 -0.030 -0.065
C 3.094 -0.458 -1.240 -0.208 -0.067 -0.046
C 1.548 -2.742 3.609 0.005 -0.003 0.053
C -0.164 -2.538 1.928 0.065 0.045 -0.004
C -2.163 2.125 -2.573 -0.012 -0.016 -0.233
C 1.817 -2.366 -0.591 0.014 0.224 -0.018
C -2.274 3.555 -0.211 0.078 0.060 0.198
C -1.534 2.390 -0.293 0.108 -0.160 0.496
C 3.832 5.521 -2.149 -0.075 -0.019 -0.007
C -2.975 4.014 -1.310 -0.056 0.019 -0.107
C 0.079 -4.593 3.166 0.026 -0.025 0.006
C 4.687 4.089 2.285 0.031 -0.035 -0.066
C -2.904 3.293 -2.492 -0.016 0.014 -0.047
C 3.422 3.886 -0.164 -0.140 0.005 -0.192
C 1.141 -4.040 3.872 0.016 0.013 0.013
C 1.219 0.598 3.783 0.045 0.101 -0.137
C 0.792 -1.887 -4.605 -0.083 -0.021 -0.088
C -1.484 1.629 -1.462 0.281 -0.415 -0.108
C 2.570 3.425 -1.190 0.105 -0.013 0.235
C -1.819 1.566 1.933 0.226 -0.042 0.020
C -2.670 -1.418 1.562 -0.005 0.155 -0.244
C 3.318 -0.504 2.328 -0.124 0.015 -0.110
C 0.977 -0.994 -2.381 0.312 -0.028 0.356
H 0.415 3.627 0.663 0.027 -0.019 -0.067
H -2.988 -2.451 1.706 -0.016 -0.011 -0.007
H 2.376 -2.333 4.177 -0.050 -0.033 -0.054
H -0.494 3.581 2.173 -0.026 -0.001 -0.006
H -3.556 4.924 -1.246 0.030 -0.038 -0.015
H -3.412 -0.914 0.940 0.026 0.001 0.027
H -1.338 -2.240 -1.620 0.008 0.007 -0.037
H 3.741 -1.294 -1.507 -0.003 -0.012 0.004
H 3.581 -0.777 3.348 0.024 -0.020 0.010
H 3.457 -0.008 -0.323 -0.006 0.019 0.129
H 4.195 4.998 2.623 0.027 0.010 -0.025
H -2.295 4.125 0.712 -0.003 -0.062 -0.051
H -2.089 1.630 -3.526 -0.026 0.035 0.026
H 1.214 -2.455 -5.426 -0.049 0.058 0.076
H 2.287 -2.395 0.387 0.020 0.057 0.035
H -2.610 -0.944 2.532 0.029 0.072 0.113
H 2.438 -2.928 -1.285 0.022 -0.023 -0.036
H 3.139 0.275 -2.034 -0.057 0.096 -0.046
H 3.694 -1.269 1.650 -0.039 0.001 0.011
H 5.581 4.318 1.705 -0.019 -0.039 0.041
H -2.021 -0.238 -3.719 0.085 -0.009 -0.035
H -1.006 -3.603 -0.555 -0.041 -0.056 0.021
H 0.172 0.829 3.964 0.023 -0.024 -0.033
H -2.604 -2.851 -0.560 -0.047 -0.023 0.000
H 4.978 3.485 3.143 -0.045 0.031 0.001
H 1.657 -4.623 4.625 -0.044 0.036 -0.038
H 2.482 -2.193 -3.337 -0.090 0.049 0.006
H -2.171 2.481 2.405 -0.062 0.026 0.010
H -3.427 3.645 -3.373 0.043 -0.018 0.035
H 1.790 1.528 3.793 -0.028 -0.030 -0.011
H 1.576 -0.038 4.593 0.009 0.017 0.030
H 0.854 -2.852 -0.539 -0.033 0.008 0.005
H 0.936 2.569 1.967 -0.023 -0.108 0.065
H 3.805 0.437 2.092 0.067 0.099 -0.060
H -1.402 0.918 2.698 0.037 -0.011 0.035
H -1.086 -1.517 -5.578 0.037 0.020 0.071
H -1.417 -4.276 1.675 0.064 0.016 0.015
H -2.660 1.089 1.462 -0.175 -0.187 -0.098
H -0.236 -5.610 3.365 0.003 0.058 0.001
```
Forces are in eV/Å.

Computed properties:
charge	+2
DFT total energy	-140273.3745	eV
spin multiplicity	4
HOMO level (spin up / spin down)	-12.623 / -12.871	eV
gap between HOMO and LUMO (spin up / spin down)	6.88 / 5.45	eV
energy above the lowest of the compared OMol25 structures with the same formula, charge and spin	0.5529	eV

A structure of composition C30H39MnN5O2, computed with ωB97M-V/def2-TZVPD.

Geometry as XYZ:
```
77
Properties=species:S:1:pos:R:3:forces:R:3
Mn -1.243 -0.020 0.064 0.504 0.338 0.404
O -3.023 1.477 -0.457 -0.155 -0.168 0.033
O -2.911 -1.001 0.194 0.199 -0.075 0.214
N -0.854 0.293 2.147 -0.239 -0.041 0.119
N -2.839 -0.720 -1.093 -1.092 -0.021 -0.520
N -3.334 0.566 -1.300 0.367 -0.209 0.150
N 0.529 0.141 -0.795 0.111 -0.016 -0.099
N -0.923 0.202 4.604 -0.140 -0.011 0.045
C 2.355 -2.604 -2.757 0.010 -0.008 -0.068
C -4.252 2.198 -2.805 -0.021 -0.114 -0.105
C -3.995 0.862 -2.504 0.184 0.106 -0.090
C 0.254 2.513 -0.851 0.038 0.048 -0.017
C -4.903 2.499 -3.988 0.006 0.014 0.028
C 4.225 3.131 -2.275 0.074 0.041 -0.024
C 2.304 -3.706 -0.041 0.006 -0.038 0.048
C 0.358 -2.274 -0.679 -0.022 0.080 0.054
C 1.637 -1.271 -2.533 0.052 0.045 -0.106
C 1.995 4.016 -1.525 0.019 -0.029 -0.009
C 0.410 -1.108 6.186 0.059 0.016 -0.008
C -1.947 -0.314 6.755 -0.064 0.040 -0.025
C 1.066 1.378 -1.070 -0.017 0.017 0.050
C 2.531 -1.221 -0.162 -0.020 0.023 0.041
C 1.274 -1.088 -1.049 0.063 -0.054 0.011
C 0.697 3.804 -1.065 0.038 -0.039 -0.021
C 2.823 2.929 -1.768 -0.054 0.068 0.021
C -2.214 -0.024 5.286 0.002 0.027 -0.018
C 3.238 -2.555 -0.412 0.051 -0.006 0.039
C -0.231 4.963 -0.820 -0.034 0.098 0.006
C 2.366 1.637 -1.544 0.094 -0.018 -0.032
C -4.377 -0.168 -3.363 -0.029 0.135 0.032
C 1.426 -3.757 -2.376 -0.027 -0.030 -0.023
C 0.319 0.185 5.387 0.038 0.067 -0.035
C -5.016 0.161 -4.545 0.005 -0.018 -0.007
C -5.283 1.487 -4.860 -0.020 0.003 -0.033
C 3.616 -2.659 -1.892 0.064 -0.002 -0.024
C -0.893 0.249 3.302 0.205 0.009 -0.211
C -0.916 -1.428 6.912 0.004 -0.069 0.044
C 1.043 -3.625 -0.900 -0.026 -0.019 -0.016
H -2.847 0.856 5.155 -0.009 -0.044 0.033
H -5.788 1.733 -5.785 -0.003 -0.009 -0.006
H 3.224 -0.399 -0.332 -0.018 -0.055 0.036
H -1.614 0.596 7.258 0.024 0.004 0.002
H 2.261 -0.448 -2.889 -0.116 -0.185 0.000
H 4.289 -1.839 -2.162 0.006 0.010 0.000
H 4.143 -2.603 0.202 -0.016 -0.004 -0.013
H -0.557 -2.228 -1.281 -0.017 0.039 -0.001
H 4.959 2.716 -1.581 0.006 -0.007 0.007
H 2.351 5.025 -1.703 0.010 0.011 -0.002
H 2.803 -4.668 -0.194 0.001 -0.005 -0.020
H 3.050 0.825 -1.751 -0.064 0.213 0.037
H 1.146 0.293 4.687 0.022 -0.031 0.051
H -4.171 -1.193 -3.096 0.001 -0.014 0.008
H -0.777 2.390 -0.527 -0.025 -0.079 0.017
H 4.449 4.190 -2.406 0.002 0.005 0.001
H 0.528 -3.736 -3.001 -0.005 0.005 0.002
H 0.349 -4.424 -0.623 0.016 0.003 -0.010
H 0.673 -1.921 5.508 -0.004 -0.002 -0.003
H -2.889 -0.595 7.227 0.001 -0.010 -0.023
H 0.073 -2.197 0.384 0.000 0.039 -0.033
H 4.371 2.636 -3.237 -0.004 -0.011 -0.010
H 2.212 -1.146 0.883 -0.014 -0.016 0.020
H 2.040 -3.644 1.020 -0.004 0.007 0.009
H -1.338 -2.352 6.511 -0.013 0.012 -0.013
H 0.327 1.062 6.037 0.023 -0.037 0.009
H 1.232 -1.019 6.898 0.001 0.025 -0.004
H -0.588 4.975 0.211 -0.001 -0.015 0.009
H 0.709 -1.232 -3.112 -0.009 -0.012 -0.012
H -1.109 4.907 -1.466 -0.004 -0.013 -0.005
H -5.313 -0.629 -5.222 -0.011 0.005 -0.014
H -2.707 -0.877 4.812 -0.023 0.018 0.041
H -3.934 2.969 -2.119 0.016 -0.014 0.032
H -0.736 -1.612 7.971 0.004 0.006 -0.004
H 4.158 -3.593 -2.075 -0.008 -0.008 -0.002
H 2.633 -2.689 -3.812 -0.007 -0.013 0.017
H -5.109 3.533 -4.234 -0.005 -0.004 -0.008
H 0.268 5.912 -1.014 0.000 -0.001 0.001
H 1.919 -4.719 -2.549 0.012 -0.002 0.004
```
Forces are in eV/Å.

Computed properties:
DFT total energy	-74606.5628	eV
spin multiplicity	6
HOMO level (spin up / spin down)	-6.304 / -6.491	eV
gap between HOMO and LUMO (spin up / spin down)	6.64 / 6.20	eV
energy above the lowest of the compared OMol25 structures with the same formula, charge and spin	1.6365	eV

For each record above, in turn, the calculated max |F| values are 0.8, 1.2, 1.2 eV/A.